1.
{"formula": "C5H8O", "method": "ωB97M-V/def2-TZVPD", "orbital_gap_ha": 0.3211, "elements": ["C", "C", "C", "C", "O", "C", "H", "H", "H", "H", "H", "H", "H", "H"], "positions_angstrom": [[1.66020, 0.59106, 0.55441], [0.46828, 0.77795, -0.30798], [-0.42126, -1.10203, -0.89886], [-1.49457, -0.46550, -0.05737], [-1.09205, -0.28946, 1.29702], [-0.86460, 0.79075, 0.35443], [1.49421, -0.08675, 1.40317], [1.84172, 1.59308, 0.97480], [2.56738, 0.30320, 0.01143], [0.37890, 0.03028, -1.27703], [0.08450, -1.96695, -0.46522], [-0.70080, -1.27458, -1.94865], [-2.55828, -0.63051, -0.22799], [-1.36364, 1.72946, 0.58784]], "atomic_forces_ev_per_a": [[0.2, 0.2, 0.3], [-0.4, -1.6, -0.9], [-0.1, 0.1, 0.4], [0.0, 0.0, -0.1], [0.0, 0.1, -0.3], [-0.2, 0.2, 0.0], [0.1, 0.1, -0.1], [0.1, -0.1, 0.0], [-0.3, 0.1, 0.0], [0.1, 0.7, 0.2], [0.0, 0.2, 0.0], [0.2, 0.2, 0.3], [0.2, 0.1, 0.0], [0.1, -0.2, 0.1]], "nbo_charge": [-0.69, -0.13, -0.45, 0.02, -0.50, -0.04, 0.21, 0.24, 0.22, 0.26, 0.23, 0.23, 0.20, 0.21]}

***

2.
{"formula": "C6H25NO7", "method": "ωB97M-V/def2-TZVPD", "smiles": "CCN(CC)CC=O.O.O.O.O.O.O", "orbital_gap_ha": 0.3455, "elements": ["C", "C", "N", "C", "C", "C", "C", "O", "H", "H", "H", "H", "H", "H", "H", "H", "H", "H", "H", "H", "H", "O", "H", "H", "O", "H", "H", "O", "H", "H", "O", "H", "H", "O", "H", "H", "O", "H", "H"], "positions_angstrom": [[-0.14371, 3.71763, 0.99825], [-0.57177, 2.49399, 1.83046], [-0.61177, 1.15998, 1.25969], [0.69330, 0.57561, 0.94384], [1.06003, -0.51520, 2.00426], [-1.55483, 1.09336, 0.13130], [-1.14187, 1.38534, -1.35370], [-1.36581, 0.65872, -2.27091], [-0.80756, 4.61499, 1.02677], [0.86056, 4.08449, 1.18377], [-0.22909, 3.55711, -0.09345], [-1.54444, 2.73578, 2.31509], [0.02799, 2.46176, 2.74682], [1.51561, 1.26900, 1.17841], [0.94584, 0.23694, -0.05793], [1.78722, -0.04570, 2.71829], [0.23240, -0.99941, 2.49806], [1.63635, -1.32851, 1.60790], [-2.32537, 1.84900, 0.37747], [-2.16561, 0.15215, 0.13171], [-0.54141, 2.30020, -1.32426], [-1.95352, -0.88403, 3.41369], [-1.78252, 0.05714, 3.54603], [-1.55283, -1.07061, 2.56219], [-0.52741, -3.45429, -1.52486], [0.10197, -4.13632, -1.24444], [-0.00872, -2.68340, -1.25515], [3.93115, -0.02435, -1.20952], [3.07775, -0.26154, -1.61047], [3.87041, -0.01919, -0.25270], [-1.92845, -3.14649, 0.61917], [-2.36448, -3.58284, -0.12657], [-2.48979, -2.37239, 0.75348], [1.78719, -0.57996, -3.01737], [1.57283, -1.52222, -3.15022], [2.66518, -0.32362, -3.31144], [0.36221, -2.58968, -4.04492], [-0.32110, -2.85744, -3.41711], [-0.19593, -2.00599, -4.58161]], "atomic_forces_ev_per_a": [[-0.6, 0.7, -1.5], [-0.4, 1.0, 1.7], [-0.1, 0.4, -2.3], [1.7, -0.4, 2.3], [1.1, 0.5, 0.0], [-2.0, -0.5, -0.1], [0.7, -0.5, 2.7], [-0.2, 0.2, -0.4], [0.2, -0.7, 0.9], [0.2, -0.2, 0.1], [0.4, -0.4, 0.5], [0.1, -0.4, -0.8], [0.5, -0.2, -0.3], [-0.5, 0.6, -0.6], [-1.0, 0.0, -0.4], [-1.1, -0.5, -0.1], [-0.1, 0.3, 0.3], [0.4, -0.5, -0.7], [0.2, -0.1, -0.3], [0.8, 0.3, 0.0], [0.2, 0.3, -1.2], [-0.3, 0.1, 0.2], [0.0, -0.2, -0.1], [0.0, 0.1, -0.1], [1.2, -0.2, -0.2], [-0.5, -0.3, -0.2], [-0.6, 0.3, 0.0], [0.3, 0.1, -0.4], [-0.1, 0.0, 0.7], [-0.3, -0.1, 0.0], [-0.7, 0.3, 0.3], [0.4, 0.0, 0.1], [0.0, -0.1, 0.2], [-0.1, 0.6, 0.9], [0.3, 0.3, -0.6], [0.0, -0.6, -0.5], [-1.0, 0.2, -0.4], [0.3, -0.7, 0.6], [0.7, 0.2, -0.3]], "nbo_charge": [-0.66, -0.23, -0.45, -0.25, -0.62, -0.34, 0.44, -0.50, 0.22, 0.22, 0.20, 0.20, 0.21, 0.19, 0.21, 0.20, 0.21, 0.21, 0.22, 0.20, 0.10, -0.93, 0.47, 0.47, -0.94, 0.48, 0.48, -0.97, 0.48, 0.47, -0.94, 0.48, 0.46, -0.99, 0.51, 0.48, -0.96, 0.49, 0.48]}

***

The following DFT total energy values (in Eh) correspond, in order, to the records above: -270.3616; -824.9497.